Version A
The following is a DFT calculation (the ωB97M-V functional and the def2-TZVPD basis) of 2 unconnected molecules or ions with the total composition C3H7NO3.

The geometry in XYZ format:
```
14
Properties=species:S:1:pos:R:3:mulliken_charge:R:1
C -0.158 1.684 -0.666 0.13
C 0.048 -0.620 0.892 -0.66
N -0.982 -1.113 -0.020 -0.54
C 1.489 -0.198 0.050 0.22
O 0.725 1.085 -1.308 -0.49
O -1.431 1.389 -0.688 -0.44
O 2.415 0.285 0.624 -0.50
H -1.498 0.378 -0.717 0.50
H 0.034 2.686 -0.266 0.39
H -1.721 -1.608 0.465 0.22
H -0.584 -1.731 -0.719 0.23
H 1.559 -0.962 -0.738 0.23
H 0.461 -1.414 1.530 0.35
H -0.357 0.140 1.562 0.34
```

The structure (SMILES) is NCC=O.O=CO. As for the total charge: 0. Its gap between HOMO and LUMO is 0.3638 Ha. Its HOMO energy is -9.2 eV.

---

Version B
The following is a DFT calculation (the ωB97M-V functional and the def2-TZVPD basis) of C3H7NO3 in the gas phase.

The geometry in XYZ format:
```
14
Properties=species:S:1:pos:R:3:mulliken_charge:R:1
O 0.629 -1.814 -1.606 -0.50
C 0.662 -0.678 -1.239 0.27
O 0.347 0.379 -2.026 -0.47
C 0.573 -0.249 0.237 0.41
C -0.914 -0.156 0.565 -0.61
O -1.003 -0.224 1.986 -0.50
N 1.291 1.013 0.388 -0.68
H -0.121 0.067 -2.813 0.32
H 1.057 -0.911 0.950 0.34
H -1.471 -0.974 0.089 0.37
H -1.399 0.755 0.201 0.27
H -1.935 -0.310 2.227 0.30
H 1.040 1.720 -0.285 0.22
H 1.241 1.382 1.327 0.25
```

The structure (SMILES) is N[C@@H](CO)C(=O)O. As for the total charge: 0. Its gap between HOMO and LUMO is 0.3643 Ha. Its HOMO energy is -9.4 eV.

---

Version C
The following is a DFT calculation (the ωB97M-V functional and the def2-TZVPD basis) of C3H7NO3 in the gas phase.

The geometry in XYZ format:
```
14
Properties=species:S:1:pos:R:3:mulliken_charge:R:1
N 1.682 -0.808 0.307 -0.55
C 0.978 0.464 0.473 -0.33
C -0.041 0.809 -0.617 -0.67
O -1.393 0.905 -0.163 -0.36
C -1.920 -0.162 0.460 0.68
O -2.770 -0.052 1.315 -0.53
O -1.470 -1.362 0.042 -0.44
H 1.175 -1.428 -0.298 0.20
H 2.588 -0.657 -0.098 0.26
H 1.714 1.250 0.483 0.32
H 0.509 0.476 1.448 0.31
H 0.179 1.790 -0.995 0.33
H 0.063 0.132 -1.456 0.41
H -1.295 -1.358 -0.901 0.36
```

The structure (SMILES) is NCCOC(=O)O. As for the total charge: 0. Its gap between HOMO and LUMO is 0.3757 Ha. Its HOMO energy is -9.8 eV.

---

Version D
The following is a DFT calculation (the ωB97M-V functional and the def2-TZVPD basis) of C3H7NO3 in the gas phase.

The geometry in XYZ format:
```
14
Properties=species:S:1:pos:R:3:mulliken_charge:R:1
C -0.107 0.211 -0.312 0.40
C -0.756 1.544 0.042 -1.37
N 1.177 0.133 0.377 -0.38
C -1.070 -0.956 -0.017 0.47
O 1.951 -0.991 -0.070 -0.45
O -0.498 -2.158 0.082 -0.51
O -2.253 -0.808 0.104 -0.56
H 2.695 -0.615 -0.560 0.33
H 0.471 -2.119 -0.025 0.46
H 1.036 -0.011 1.376 0.29
H 0.111 0.181 -1.389 0.23
H -1.711 1.624 -0.468 0.36
H -0.111 2.366 -0.252 0.39
H -0.936 1.599 1.113 0.33
```

The structure (SMILES) is C[C@@H](NO)C(=O)O. As for the total charge: 0. Its gap between HOMO and LUMO is 0.3778 Ha. Its HOMO energy is -9.7 eV.

---

Which structure is the least stable? The one labeled version A.

---

Version A
The following is a DFT calculation (the ωB97M-V functional and the def2-TZVPD basis) of 2 unconnected molecules or ions with the total composition C3H7NO3.

The geometry in XYZ format:
```
14
Properties=species:S:1:pos:R:3:mulliken_charge:R:1
C 2.473 0.518 0.147 0.90
C -1.815 0.388 0.100 -0.90
C 0.473 -0.536 0.426 -0.68
N -0.480 0.379 -0.334 -0.06
O 1.969 1.552 -0.077 -0.52
O 3.175 -0.395 0.046 -0.40
O 0.244 -1.868 -0.124 -0.53
H -1.963 1.148 0.953 0.28
H -2.605 0.520 -0.673 0.30
H -1.887 -0.583 0.525 0.40
H 0.035 -0.622 1.436 0.24
H -0.150 1.363 -0.311 0.36
H -0.448 0.208 -1.317 0.31
H 0.978 -2.072 -0.795 0.31
```

As for the total charge: 0. Its gap between HOMO and LUMO is 0.2876 Ha. Its HOMO energy is -7.4 eV.

---

Version B
The following is a DFT calculation (the ωB97M-V functional and the def2-TZVPD basis) of 3 unconnected molecules or ions with the total composition C3H7NO3.

The geometry in XYZ format:
```
14
Properties=species:S:1:pos:R:3:mulliken_charge:R:1
C 0.336 -0.720 0.262 0.95
C -0.786 -1.636 0.674 -1.21
C -1.064 1.798 -0.638 0.14
N 0.987 -0.748 -0.818 -0.77
O 0.666 0.230 1.145 -0.45
O 0.900 1.946 -1.443 -0.66
O -1.128 2.634 0.143 -0.24
H 0.099 0.193 1.925 0.33
H 1.405 2.361 -0.739 0.32
H 0.716 -1.474 -1.467 0.16
H 1.082 0.983 -1.379 0.39
H -1.702 -1.052 0.775 0.33
H -0.949 -2.408 -0.072 0.36
H -0.563 -2.107 1.631 0.34
```

As for the total charge: 0. Its gap between HOMO and LUMO is 0.3860 Ha. Its HOMO energy is -10.0 eV.

---

Which structure is the least stable? The one labeled version A.

---

Version A
The following is a DFT calculation (the ωB97M-V functional and the def2-TZVPD basis) of 2 unconnected molecules or ions with the total composition C2H3F2N3O4.

The geometry in XYZ format:
```
14
Properties=species:S:1:pos:R:3:mulliken_charge:R:1
C -0.606 -0.942 -0.899 0.30
C -0.266 0.342 -0.080 0.16
N -0.772 0.353 1.174 -0.31
N 0.124 1.506 -0.774 1.04
N 1.700 -0.480 0.754 0.77
O -0.030 2.530 -0.139 -0.64
O 0.588 1.410 -1.899 -0.58
O 2.513 -1.012 0.075 -0.49
O 1.404 -0.535 1.897 -0.44
F -1.936 -0.723 -1.204 -0.26
F -0.551 -2.005 -0.067 -0.25
H -0.083 -1.244 -1.869 0.29
H -1.086 -0.454 1.447 0.15
H -0.998 1.253 1.584 0.25
```

As for the total charge: 0. Its gap between HOMO and LUMO (alpha / beta) is 0.2967 / 0.2624 Ha. Its HOMO energy (alpha / beta) is -9.8 / -8.9 eV.

---

Version B
The following is a DFT calculation (the ωB97M-V functional and the def2-TZVPD basis) of a molecular structure, C2H3F2N3O4.

The geometry in XYZ format:
```
14
Properties=species:S:1:pos:R:3:mulliken_charge:R:1
C -0.218 -0.997 0.970 -1.44
C -0.023 -0.061 -0.135 0.68
N 0.031 1.693 0.536 0.06
N 1.339 -0.098 -1.041 0.94
N -1.114 0.010 -1.114 0.92
O 1.984 -1.069 -0.846 -0.59
O -1.941 -0.851 -0.976 -0.60
O 1.510 0.745 -1.857 -0.48
O -1.280 0.961 -1.802 -0.51
F -0.626 1.522 1.673 -0.12
F 1.338 2.016 0.849 -0.16
H -0.482 -1.897 0.606 0.51
H 0.598 -1.204 1.640 0.34
H -1.116 -0.770 1.496 0.45
```

As for the total charge: 0. Its gap between HOMO and LUMO is 0.3562 Ha. Its HOMO energy is -11.1 eV.

---

Which structure is the least stable? The one labeled version B.